Below is a molecular structure, C42H56BCeN10, with properties calculated with ωB97M-V/def2-TZVPD.

The geometry in XYZ format:
```
110
Properties=species:S:1:pos:R:3:mulliken_charge:R:1
Ce -0.7391 0.9402 0.1221 0.383
C -2.7172 5.1209 -3.3852 -1.744
C -2.3753 3.7039 -2.8963 1.776
C -3.1691 2.7411 -3.8030 -1.216
C -2.5892 3.4691 -1.4917 -0.253
C -3.0316 4.3699 -0.4966 -0.807
C -3.2068 3.6707 0.6660 -1.374
N -2.9700 2.3189 0.3980 1.348
N -2.5000 2.2171 -0.9562 -0.074
B -3.5477 1.1574 1.2249 -0.346
N -2.7222 0.9331 2.6090 0.144
C -3.0988 0.4619 3.8117 -0.436
C -2.0075 0.1648 4.6280 -1.063
C -0.9078 0.5506 3.8118 -0.335
N -1.3156 1.0413 2.6210 0.576
C 0.5466 0.4206 4.1750 1.817
C 0.8342 -0.7640 5.0710 -1.563
C 1.1908 1.7380 4.7314 -1.296
N -3.6318 -0.1751 0.3979 0.244
C -4.5774 -1.1172 0.2544 -0.509
C -4.3380 -1.8583 -0.8955 -1.155
C -3.1054 -1.3297 -1.4701 -0.323
N -2.6827 -0.3519 -0.6186 0.530
C -2.4914 -1.7236 -2.8199 1.348
C -1.4977 -2.9127 -2.5784 -1.576
C -3.6182 -2.1686 -3.7759 -1.825
H -2.2504 5.3974 -4.3390 0.421
H -2.3626 5.8354 -2.6164 0.397
H -3.8003 5.2949 -3.4736 0.372
H -1.2547 3.5610 -3.0489 -0.296
H -4.1538 2.6035 -3.3404 0.393
H -2.6388 1.7533 -3.8664 0.059
H -3.2817 3.1499 -4.8071 0.477
H -3.0916 5.4384 -0.7008 0.594
H -3.5308 3.9238 1.6599 0.660
H -4.6834 1.2563 1.7011 -0.123
H -4.1609 0.2664 4.0666 0.441
H -2.0165 -0.3440 5.5802 0.527
H 0.9424 0.2769 3.1980 -0.542
H 0.3985 -0.5522 6.1112 0.390
H 1.9063 -0.7660 5.2613 0.509
H 0.4010 -1.6806 4.5661 0.259
H 0.4808 2.4250 5.1132 0.309
H 1.7532 2.3198 3.9817 0.316
H 1.8583 1.3528 5.5048 0.424
H -5.3196 -1.2144 1.0530 0.533
H -4.9612 -2.5183 -1.4797 0.536
H -1.9323 -0.8899 -3.2132 0.127
H -1.9884 -3.6672 -1.9863 0.453
H -0.6010 -2.6187 -1.9824 0.156
H -1.1969 -3.3436 -3.5297 0.545
H -3.8963 -3.2121 -3.5619 0.374
H -3.2979 -2.1778 -4.8315 0.418
H -4.5081 -1.5343 -3.6073 0.434
C 6.1072 -1.0542 -1.4494 -1.681
C 5.3378 0.2971 -1.3573 1.852
C 5.3722 0.8220 0.1143 -1.437
C 6.0150 1.2597 -2.2694 -1.782
C 3.8857 -0.0250 -1.6114 0.239
C 3.0527 0.5076 -2.6172 -0.881
C 1.6524 0.4133 -2.5616 -1.024
N 1.0353 -0.1050 -1.5056 0.040
C 1.7718 -0.9537 -0.7488 0.188
C 3.1803 -0.9328 -0.7479 -0.289
C 1.0630 -1.8878 0.1446 -0.223
C 1.4210 -3.2457 0.1933 -0.669
C 0.7015 -4.1425 0.9974 0.427
C -0.3389 -3.5951 1.7590 -1.478
C -0.6608 -2.2375 1.6444 -1.213
N -0.0194 -1.4224 0.8618 0.924
C 0.8657 -5.6370 0.8904 1.952
C 0.4556 -6.1918 -0.4764 -1.384
C 2.3137 -6.1120 1.2530 -1.626
C -0.0558 -6.2774 1.9899 -1.778
H 7.1864 -0.9097 -1.4159 0.480
H 5.9050 -1.5655 -2.3952 0.400
H 5.8592 -1.7146 -0.6570 0.351
H 6.3926 1.2546 0.4199 0.393
H 5.0975 0.0870 0.9208 0.286
H 4.6253 1.6169 0.2226 0.305
H 7.0711 1.2296 -2.1593 0.431
H 5.4930 2.2147 -2.1938 0.367
H 5.7945 0.7869 -3.2509 0.417
H 3.5025 1.0471 -3.4513 0.463
H 1.0191 0.7867 -3.3911 0.509
H 3.7064 -1.6112 -0.0619 0.559
H 2.2611 -3.5418 -0.3932 0.886
H -0.8921 -4.1552 2.5142 0.399
H -1.3659 -1.8050 2.2574 0.707
H 0.8822 -5.6742 -1.3585 0.294
H -0.6057 -5.9495 -0.6253 0.343
H 0.6713 -7.3158 -0.6237 0.353
H 3.0866 -5.7868 0.5448 0.305
H 2.2453 -7.2121 1.3390 0.477
H 2.5661 -5.8146 2.2836 0.390
H -1.1494 -6.1191 1.8533 0.314
H 0.1142 -5.8289 3.0081 0.400
H 0.1120 -7.3432 2.1212 0.424
N -0.0049 8.4410 0.8315 -0.387
C 0.1183 7.3044 0.6051 -0.342
C 0.2973 5.9199 0.3578 0.653
C 0.2042 5.0731 1.4551 -1.037
C 0.3693 3.6719 1.2218 -0.245
N 0.5140 3.1234 -0.0283 0.109
C 0.6561 4.0129 -1.0533 -0.635
C 0.5409 5.3749 -0.9187 -0.478
H 0.0956 5.3558 2.4798 0.632
H 0.2661 2.9817 2.0367 0.710
H 0.9144 3.5555 -2.0087 0.605
H 0.7503 6.0751 -1.7370 0.575
```

total energy	-72958.881	eV
spin multiplicity	2
E_LUMO (alpha / beta)	-6.04 / -6.03	eV
net charge	+2


Below is a single C12H30N2O3Si molecule, with properties calculated with ωB97M-V/def2-TZVPD.

The geometry in XYZ format:
```
48
Properties=species:S:1:pos:R:3:mulliken_charge:R:1
C -2.6655 -1.9123 -1.3753 -0.846
C -2.1760 -0.4944 -1.5012 -0.229
O -0.7957 -0.3749 -1.7287 -0.095
Si 0.3759 -1.1705 -0.8418 0.271
C 1.8606 -0.4335 -1.6039 -0.913
C 1.5409 0.8708 -2.2802 -0.387
C 1.8788 2.0039 -1.2889 -0.899
N 0.7866 2.1439 -0.2814 0.122
C 1.0554 2.9666 0.9032 -0.680
C -0.0588 3.1978 1.8880 -0.142
C -1.2435 4.0541 1.2509 -0.915
N -2.1752 3.2417 0.4805 -0.612
O 0.0874 -2.8058 -0.8353 -0.460
C 0.9024 -3.5599 -0.0129 -0.131
C 1.8217 -4.3639 -0.9086 -1.217
O 0.2863 -0.6913 0.7788 -0.121
C -0.8316 -0.9950 1.6956 0.183
C -0.3715 -1.3777 3.0566 -1.436
H -2.6990 -2.4094 -2.3797 0.286
H -1.9865 -2.5260 -0.7030 0.071
H -3.7230 -2.0062 -1.0531 0.365
H -2.4393 0.2281 -0.7411 0.124
H -2.6477 -0.0705 -2.4128 0.387
H 2.6530 -0.2874 -0.9383 0.488
H 2.0121 -1.2303 -2.3905 0.230
H 0.4636 1.0408 -2.7046 0.113
H 2.1506 1.0762 -3.1595 0.466
H 2.0933 3.0001 -1.6896 0.458
H 2.8058 1.6048 -0.7684 0.301
H 0.4964 1.2543 0.0727 -0.070
H 1.3207 3.9237 0.3730 0.388
H 1.8626 2.4272 1.4442 0.311
H -0.4519 2.2332 2.2035 -0.034
H 0.3261 3.6094 2.8599 0.364
H -0.8546 4.8744 0.7074 0.385
H -1.7416 4.6765 2.0074 0.363
H -2.6702 2.6460 1.1462 0.302
H -1.6409 2.6098 -0.1001 0.268
H 0.2947 -4.2014 0.6147 0.311
H 1.4522 -2.8017 0.5821 0.291
H 1.2707 -5.1689 -1.4204 0.317
H 2.6725 -4.8556 -0.3972 0.367
H 2.2688 -3.6644 -1.6411 0.204
H -1.4302 -1.7778 1.2486 0.203
H -1.4824 -0.1144 1.6413 0.283
H 0.1828 -2.2693 2.9193 0.321
H 0.3155 -0.5676 3.4545 0.274
H -1.1520 -1.5530 3.8293 0.374
```

total energy	-29932.627	eV
spin multiplicity	1
E_LUMO	0.80	eV
SMILES	CCO[Si](CCCNCCCN)(OCC)OCC


Below is a molecular structure, C14H13ClEuO5S, with properties calculated with ωB97M-V/def2-TZVPD.

The geometry in XYZ format:
```
35
Properties=species:S:1:pos:R:3:mulliken_charge:R:1
O 4.1458 -2.9649 0.5194 -0.399
C 4.1719 -1.7901 0.2956 0.042
C 5.4477 -0.9474 0.1767 -0.429
C 5.3452 0.4678 0.5507 -0.513
C 4.0257 1.0350 1.0681 0.683
O 3.9974 1.9437 1.9111 -0.573
C 2.7818 0.4234 0.4541 -0.664
C 1.5029 1.1724 0.1966 -0.152
C 0.3306 0.5278 -0.4446 0.257
C -0.9704 1.3278 -0.7524 -1.300
C -2.0612 1.2940 0.3829 0.067
C -2.7818 -0.1138 0.5732 -0.797
C -4.3662 -0.0340 0.5747 -0.739
S -5.2012 -0.7097 -0.9149 1.124
O -5.9923 -1.9289 -0.6091 -0.269
O -6.2054 0.2760 -1.4244 -0.247
Cl -3.9459 -1.1419 -2.4466 0.007
C 0.4834 -0.8956 -0.8005 0.373
O -0.5298 -1.6005 -1.4370 -0.542
C 1.7110 -1.6693 -0.5587 -0.744
C 2.8456 -1.0104 0.0610 0.587
H 6.4196 -1.3645 -0.1832 0.424
H 6.2607 1.0971 0.4324 0.420
H 1.4372 2.2726 0.4932 0.876
H -1.3688 1.0343 -1.7603 0.446
H -0.6608 2.4044 -0.8716 0.409
H -2.8597 2.0379 0.1114 0.489
H -1.6126 1.6265 1.3558 -0.244
H -2.4964 -0.4730 1.5989 0.321
H -2.4161 -0.9006 -0.1300 0.580
H -4.7298 -0.6668 1.4335 0.451
H -4.7673 0.9950 0.7761 0.498
H -0.7656 -1.1483 -2.2657 0.402
H 1.8161 -2.7370 -0.8416 0.508
Eu 1.0088 2.1610 2.4751 1.648
```

total energy	-67614.431	eV
spin multiplicity	7
E_LUMO (alpha / beta)	-11.01 / -14.24	eV
net charge	+3


Below is a single C8H12N2O7 molecule, with properties calculated with ωB97M-V/def2-TZVPD.

The geometry in XYZ format:
```
29
Properties=species:S:1:pos:R:3:mulliken_charge:R:1
N -2.8530 -1.8698 1.0517 -0.770
C -1.4317 -1.6738 0.6786 0.000
C -1.1411 -2.3190 -0.6756 -0.718
C 0.2192 -2.0139 -1.1874 0.563
O 0.5073 -1.6448 -2.2782 -0.577
O 1.1636 -2.1604 -0.2158 -0.493
C -1.1478 -0.1836 0.6400 0.659
O -1.9494 0.6688 0.2685 -0.729
N 0.0972 0.1813 1.0502 -0.241
C 0.7964 1.4590 0.7806 -0.241
C 0.9852 1.7768 -0.6852 -0.602
C 2.1858 1.0204 -1.2312 0.601
O 2.6503 -0.0244 -0.8083 -0.680
O 2.6950 1.6182 -2.2998 -0.455
C 0.1605 2.7352 1.4570 0.186
O 0.8768 3.6782 1.7651 -0.580
O -1.1637 2.7383 1.6744 -0.524
H -3.0439 -1.4812 1.9631 0.317
H -3.3875 -1.2918 0.4108 0.295
H -0.8533 -2.1889 1.4471 0.381
H -1.3320 -3.4070 -0.5861 0.371
H -1.8604 -2.0200 -1.4749 0.275
H 1.9721 -1.7537 -0.6335 0.464
H 0.7541 -0.5553 1.2589 0.453
H 1.8191 1.4133 1.1981 0.580
H 0.1338 1.4544 -1.2997 0.254
H 1.2161 2.8239 -0.9372 0.484
H 3.4380 1.0535 -2.5466 0.366
H -1.5067 1.9665 1.2155 0.359
```

total energy	-25805.351	eV
spin multiplicity	1
E_LUMO	0.41	eV
SMILES	N[C@@H](CC(=O)O)C(=O)N[C@@H](CC(=O)O)C(=O)O